(1)
{
  "formula": "C48H100BrN3O9P3",
  "method": "the ωB97M-V functional and the def2-TZVPD basis",
  "energy_ha": -6328.10926,
  "relative_energy_ev": 0.000,
  "total_charge": 1,
  "species": ["C", "C", "C", "C", "C", "C", "C", "C", "C", "C", "C", "C", "C", "C", "C", "C", "C", "P", "P", "O", "O", "O", "N", "C", "N", "C", "C", "C", "Br", "N", "C", "P", "C", "C", "H", "H", "H", "H", "H", "H", "H", "H", "H", "H", "H", "H", "H", "H", "H", "H", "H", "H", "H", "H", "H", "H", "H", "H", "H", "H", "H", "H", "H", "H", "H", "H", "H", "H", "H", "H", "H", "H", "H", "H", "H", "H", "H", "H", "H", "H", "H", "H", "H", "H", "H", "H", "C", "C", "C", "O", "C", "H", "H", "H", "H", "H", "H", "H", "H", "C", "C", "C", "O", "C", "H", "H", "H", "H", "H", "H", "H", "H", "C", "C", "C", "O", "C", "H", "H", "H", "H", "H", "H", "H", "H", "C", "C", "C", "O", "C", "H", "H", "H", "H", "H", "H", "H", "H", "C", "C", "C", "O", "C", "H", "H", "H", "H", "H", "H", "H", "H", "C", "C", "C", "O", "C", "H", "H", "H", "H", "H", "H", "H", "H"],
  "coordinates": [[-5.041, -3.266, 0.100], [-5.752, -1.918, 0.075], [-4.807, -0.722, -0.048], [-3.789, -0.814, -1.193], [-2.399, -1.294, -0.772], [-1.858, -0.607, 0.485], [-0.326, -0.560, 0.589], [0.401, -1.773, 0.021], [1.934, -1.505, 0.100], [2.580, -1.475, -1.295], [3.788, -0.512, -1.354], [3.374, 0.863, -1.920], [4.342, 1.288, -3.044], [3.778, 2.452, -3.846], [3.630, 3.762, -3.041], [4.725, 4.795, -3.381], [4.269, 6.163, -4.021], [4.330, 7.551, -2.773], [3.577, 6.805, -0.867], [4.654, 6.388, -0.002], [2.747, 8.046, -0.277], [2.528, 5.606, -1.041], [5.171, 6.374, -5.218], [4.307, 6.292, -6.323], [4.571, 5.724, -7.425], [3.649, 5.758, -8.579], [2.800, 4.493, -8.824], [1.338, 4.897, -9.027], [2.870, 3.222, -7.359], [3.090, 6.924, -6.006], [2.849, 6.233, -4.691], [1.400, 7.014, -3.817], [-0.043, 6.030, -4.402], [1.174, 8.730, -4.406], [-4.401, -3.382, -0.768], [-5.793, -4.049, 0.053], [-4.497, -3.394, 1.029], [-6.539, -1.890, -0.673], [-6.266, -1.819, 1.029], [-4.348, -0.558, 0.923], [-5.427, 0.152, -0.237], [-4.178, -1.550, -1.896], [-3.757, 0.117, -1.748], [-1.715, -1.047, -1.587], [-2.382, -2.375, -0.695], [-2.222, -1.150, 1.354], [-2.299, 0.384, 0.511], [0.047, 0.380, 0.184], [-0.086, -0.534, 1.648], [0.153, -2.638, 0.628], [0.161, -1.918, -1.024], [2.378, -2.340, 0.630], [2.130, -0.595, 0.652], [1.869, -1.186, -2.061], [2.951, -2.473, -1.506], [4.506, -0.965, -2.030], [4.221, -0.374, -0.369], [3.413, 1.633, -1.157], [2.391, 0.834, -2.380], [5.344, 1.479, -2.667], [4.394, 0.438, -3.722], [2.782, 2.160, -4.179], [4.350, 2.645, -4.747], [3.785, 3.488, -2.006], [2.624, 4.161, -3.088], [5.287, 5.053, -2.492], [5.448, 4.344, -4.047], [5.701, 7.731, -2.484], [1.823, 7.928, -0.565], [1.603, 5.887, -0.969], [5.547, 7.321, -5.179], [5.471, 5.256, -7.508], [3.023, 6.629, -8.486], [4.281, 5.890, -9.449], [3.138, 3.982, -9.711], [1.061, 5.627, -8.276], [0.716, 4.019, -8.923], [1.202, 5.289, -10.028], [3.430, 7.878, -5.869], [2.465, 5.263, -4.996], [0.287, 4.994, -4.408], [-0.865, 6.103, -3.704], [-0.320, 6.285, -5.420], [0.725, 8.802, -5.394], [2.096, 9.297, -4.374], [0.489, 9.217, -3.723], [-5.964, -6.629, 4.048], [-5.712, -5.568, 5.113], [-5.420, -4.342, 4.264], [-6.176, -4.494, 3.052], [-6.682, -5.828, 2.970], [-6.546, -7.479, 4.403], [-5.011, -7.004, 3.665], [-6.616, -5.412, 5.703], [-4.903, -5.813, 5.796], [-4.362, -4.286, 4.001], [-5.704, -3.410, 4.754], [-7.763, -5.797, 3.150], [-6.510, -6.220, 1.966], [-1.731, -3.600, 7.938], [-1.337, -2.415, 7.063], [-1.700, -2.922, 5.675], [-2.811, -3.809, 5.842], [-2.982, -4.104, 7.233], [-1.910, -3.337, 8.980], [-0.949, -4.363, 7.908], [-1.946, -1.545, 7.317], [-0.288, -2.133, 7.149], [-0.874, -3.487, 5.228], [-1.980, -2.120, 4.990], [-3.877, -3.579, 7.587], [-3.139, -5.175, 7.359], [0.596, -0.585, -9.410], [1.565, 0.410, -10.038], [0.624, 1.300, -10.837], [-0.615, 1.320, -10.128], [-0.608, 0.302, -9.120], [0.982, -1.075, -8.518], [0.332, -1.357, -10.136], [2.052, 0.996, -9.256], [2.335, -0.053, -10.653], [0.445, 0.895, -11.838], [0.995, 2.324, -10.942], [-0.515, 0.788, -8.143], [-1.552, -0.240, -9.148], [2.615, 0.565, 5.585], [3.100, 1.760, 4.770], [2.847, 1.283, 3.346], [1.714, 0.413, 3.401], [1.425, 0.095, 4.767], [2.350, 0.812, 6.613], [3.380, -0.205, 5.603], [2.485, 2.638, 4.987], [4.141, 2.023, 4.950], [3.700, 0.711, 2.961], [2.639, 2.103, 2.656], [0.512, 0.630, 5.058], [1.245, -0.973, 4.860], [4.287, -4.298, 4.091], [3.171, -4.076, 3.076], [2.381, -2.949, 3.723], [3.321, -2.168, 4.473], [4.563, -2.877, 4.561], [5.169, -4.784, 3.677], [3.921, -4.905, 4.922], [3.595, -3.740, 2.126], [2.566, -4.961, 2.885], [1.628, -3.341, 4.417], [1.882, -2.307, 2.995], [5.290, -2.378, 3.911], [4.930, -2.835, 5.587], [-6.501, -6.964, 10.458], [-7.628, -5.995, 10.117], [-7.121, -5.373, 8.824], [-6.334, -6.375, 8.172], [-6.087, -7.455, 9.078], [-6.802, -7.773, 11.122], [-5.676, -6.426, 10.930], [-8.552, -6.548, 9.931], [-7.825, -5.257, 10.893], [-6.479, -4.508, 9.024], [-7.927, -5.060, 8.160], [-6.692, -8.312, 8.764], [-5.035, -7.737, 9.027]],
  "mulliken_charge": [-0.78, -0.62, -0.55, -1.23, -0.23, -0.71, -0.21, -0.66, 0.67, -1.08, -1.17, -0.12, -1.23, -1.23, 0.17, -2.56, 1.30, -0.25, 1.01, -0.61, -0.54, -0.55, -0.50, 0.08, 0.02, -1.02, 0.44, -1.56, -0.20, -0.19, -0.83, 0.64, -1.23, -1.35, 0.35, 0.29, 0.06, 0.34, 0.32, 0.42, 0.26, 0.47, 0.41, 0.32, 0.21, 0.18, 0.40, 0.35, -0.11, 0.39, 0.41, -0.63, 0.04, 0.46, 0.55, 0.53, 0.48, 0.13, 0.27, 0.21, 0.50, 0.42, 0.55, 0.41, 0.53, 0.60, 0.76, 0.21, 0.35, 0.34, 0.42, 0.31, 0.39, 0.37, 0.53, 0.46, 0.40, 0.35, 0.35, 0.17, 0.34, 0.43, 0.35, 0.36, 0.40, 0.45, -0.77, 0.33, -0.22, -0.36, -0.52, 0.35, 0.33, -0.15, 0.01, 0.09, 0.30, 0.28, 0.31, -0.70, -0.50, -0.15, -0.33, -0.23, 0.38, 0.28, 0.30, 0.29, 0.07, 0.25, 0.15, 0.21, -0.61, 0.02, -0.38, -0.41, -0.37, 0.35, 0.27, -0.27, 0.40, 0.32, 0.16, 0.21, 0.28, -0.25, -0.73, -0.40, -0.19, -0.09, 0.46, -0.06, 0.29, 0.36, 0.20, 0.29, 0.43, -0.30, -0.72, -0.54, 0.27, -0.18, -0.60, 0.39, 0.27, 0.16, 0.49, 0.03, -0.22, 0.33, 0.31, -0.55, -0.58, -0.40, -0.26, -0.47, 0.34, 0.26, 0.26, 0.35, 0.22, 0.32, 0.28, 0.27]
}

=====

(2)
{
  "formula": "C48H105N5O15S7",
  "method": "the ωB97M-V functional and the def2-TZVPD basis",
  "energy_ha": -6081.23017,
  "total_charge": 0,
  "species": ["C", "C", "N", "H", "H", "H", "C", "C", "N", "H", "H", "H", "C", "C", "N", "H", "H", "H", "C", "C", "N", "H", "H", "H", "C", "C", "N", "H", "H", "H", "C", "S", "O", "C", "H", "H", "H", "H", "H", "H", "C", "S", "O", "C", "H", "H", "H", "H", "H", "H", "C", "S", "O", "C", "H", "H", "H", "H", "H", "H", "C", "S", "O", "C", "H", "H", "H", "H", "H", "H", "C", "S", "O", "C", "H", "H", "H", "H", "H", "H", "C", "S", "O", "C", "H", "H", "H", "H", "H", "H", "C", "S", "O", "C", "H", "H", "H", "H", "H", "H", "C", "C", "O", "C", "H", "H", "H", "H", "H", "H", "C", "C", "O", "C", "H", "H", "H", "H", "H", "H", "C", "C", "O", "C", "H", "H", "H", "H", "H", "H", "C", "C", "O", "C", "H", "H", "H", "H", "H", "H", "C", "C", "O", "C", "H", "H", "H", "H", "H", "H", "C", "C", "O", "C", "H", "H", "H", "H", "H", "H", "C", "C", "O", "C", "H", "H", "H", "H", "H", "H", "C", "C", "O", "C", "H", "H", "H", "H", "H", "H"],
  "coordinates": [[-12.921, 10.257, -22.900], [-13.777, 9.032, -23.041], [-14.435, 8.093, -23.087], [-13.477, 11.038, -23.417], [-11.918, 10.221, -23.324], [-12.839, 10.622, -21.876], [-18.521, 4.311, -19.412], [-18.867, 2.936, -19.180], [-19.026, 1.824, -18.994], [-19.132, 4.816, -20.160], [-17.482, 4.310, -19.742], [-18.639, 4.898, -18.502], [-18.824, 12.845, -14.223], [-20.309, 12.894, -14.271], [-21.457, 12.852, -14.351], [-18.359, 13.830, -14.262], [-18.513, 12.213, -15.056], [-18.616, 12.414, -13.244], [-19.465, 7.627, -15.289], [-19.565, 8.770, -14.418], [-19.562, 9.668, -13.649], [-20.249, 6.902, -15.072], [-18.507, 7.187, -15.012], [-19.503, 7.923, -16.337], [-11.350, 6.677, -23.861], [-9.916, 6.473, -23.682], [-8.753, 6.312, -23.520], [-11.763, 5.755, -24.272], [-11.574, 7.450, -24.595], [-11.839, 6.998, -22.941], [-8.978, 4.249, -16.904], [-10.115, 4.659, -15.518], [-9.606, 5.906, -14.863], [-11.535, 5.140, -16.587], [-8.827, 5.143, -17.509], [-9.304, 3.495, -17.621], [-8.104, 3.839, -16.398], [-11.195, 6.061, -17.060], [-12.415, 5.325, -15.971], [-11.728, 4.291, -17.244], [-17.915, 2.455, -15.280], [-18.881, 3.950, -14.747], [-18.852, 4.837, -16.002], [-20.539, 3.162, -14.851], [-17.939, 1.737, -14.460], [-16.884, 2.740, -15.493], [-18.305, 1.886, -16.124], [-20.579, 2.151, -14.445], [-20.993, 3.227, -15.840], [-21.203, 3.711, -14.184], [-11.336, 12.862, -14.513], [-12.265, 14.492, -14.630], [-11.227, 15.531, -15.011], [-13.337, 14.122, -16.108], [-12.048, 12.202, -14.017], [-10.492, 12.987, -13.835], [-11.079, 12.447, -15.487], [-12.878, 14.653, -16.942], [-14.353, 14.474, -15.929], [-13.349, 13.047, -16.294], [-17.884, 8.308, -21.669], [-18.982, 9.676, -20.959], [-19.674, 10.356, -22.184], [-20.195, 8.600, -20.095], [-18.414, 7.810, -22.481], [-17.503, 7.586, -20.947], [-17.079, 8.858, -22.157], [-20.493, 7.733, -20.686], [-21.097, 9.130, -19.789], [-19.752, 8.115, -19.226], [-23.859, 12.098, -16.778], [-23.418, 10.545, -17.663], [-22.856, 10.966, -19.002], [-21.916, 10.075, -16.699], [-24.784, 12.525, -17.165], [-22.986, 12.743, -16.878], [-24.005, 11.927, -15.711], [-21.114, 10.793, -16.869], [-21.517, 9.145, -17.102], [-22.049, 10.037, -15.618], [-21.665, 5.652, -17.810], [-22.685, 6.607, -16.581], [-22.367, 6.034, -15.186], [-24.282, 5.747, -17.031], [-20.672, 5.603, -17.364], [-21.633, 6.211, -18.745], [-21.998, 4.620, -17.929], [-25.150, 6.278, -16.641], [-24.372, 4.714, -16.694], [-24.312, 5.845, -18.116], [-11.026, 7.169, -12.256], [-12.688, 8.006, -12.514], [-12.877, 8.805, -11.242], [-12.144, 9.084, -13.888], [-10.135, 7.792, -12.342], [-10.898, 6.229, -12.794], [-10.939, 6.773, -11.244], [-11.114, 9.440, -13.897], [-12.745, 9.982, -14.033], [-12.255, 8.549, -14.831], [-11.425, 14.287, -21.417], [-11.779, 14.073, -19.969], [-12.644, 14.737, -19.365], [-11.136, 12.967, -19.222], [-12.234, 14.778, -21.958], [-11.255, 13.279, -21.798], [-10.509, 14.878, -21.443], [-11.233, 12.113, -19.893], [-11.757, 12.825, -18.337], [-10.106, 13.130, -18.906], [-15.079, 5.608, -14.699], [-15.809, 6.137, -13.460], [-16.292, 7.239, -13.325], [-15.852, 5.067, -12.323], [-14.040, 5.922, -14.598], [-15.525, 5.979, -15.621], [-14.989, 4.523, -14.758], [-16.643, 4.331, -12.467], [-16.053, 5.637, -11.416], [-14.931, 4.487, -12.282], [-15.524, 11.278, -12.221], [-15.587, 12.511, -13.133], [-15.561, 12.449, -14.327], [-15.728, 13.825, -12.376], [-14.899, 10.523, -12.697], [-16.450, 10.726, -12.061], [-15.088, 11.533, -11.255], [-14.885, 13.844, -11.685], [-16.671, 13.733, -11.837], [-15.755, 14.649, -13.090], [-15.816, 14.444, -20.368], [-16.260, 13.013, -20.426], [-15.792, 12.220, -21.285], [-17.053, 12.516, -19.233], [-14.956, 14.629, -21.011], [-15.560, 14.684, -19.336], [-16.584, 15.174, -20.624], [-16.398, 12.548, -18.362], [-17.327, 11.461, -19.226], [-17.998, 13.025, -19.046], [-18.755, 7.164, -10.990], [-19.444, 5.800, -10.882], [-19.294, 4.979, -9.964], [-20.354, 5.486, -12.016], [-17.690, 7.121, -11.215], [-18.945, 7.768, -10.102], [-19.244, 7.788, -11.739], [-21.188, 6.188, -11.992], [-20.780, 4.488, -11.913], [-19.892, 5.543, -13.001], [-9.355, 8.663, -17.011], [-10.511, 8.990, -17.963], [-11.644, 9.182, -17.479], [-10.283, 9.165, -19.484], [-8.696, 7.911, -17.444], [-9.861, 8.198, -16.164], [-8.766, 9.500, -16.636], [-11.185, 9.545, -19.964], [-10.326, 8.176, -19.942], [-9.401, 9.669, -19.879], [-15.176, 9.270, -18.956], [-15.846, 8.782, -17.648], [-16.823, 8.122, -17.659], [-15.231, 9.195, -16.343], [-14.797, 10.292, -18.938], [-15.933, 9.252, -19.740], [-14.385, 8.549, -19.165], [-15.155, 10.282, -16.366], [-14.252, 8.730, -16.233], [-15.826, 8.880, -15.486], [-14.221, 5.392, -20.747], [-13.507, 5.937, -19.491], [-12.418, 6.531, -19.539], [-14.198, 5.634, -18.174], [-15.299, 5.550, -20.758], [-13.933, 4.342, -20.787], [-13.793, 5.829, -21.650], [-13.786, 6.280, -17.398], [-13.893, 4.628, -17.889], [-15.288, 5.642, -18.196]],
  "mulliken_charge": [-0.53, 0.25, -0.48, 0.37, 0.44, 0.00, 0.22, 0.12, -0.49, 0.35, 0.09, -0.24, -0.28, -0.04, -0.40, 0.53, 0.08, 0.12, 2.40, -0.43, -0.65, -0.52, -0.47, -0.23, -0.25, 0.28, -0.43, 0.30, 0.30, -0.21, -0.93, 0.44, -0.53, 0.11, 0.20, 0.39, 0.36, 0.08, -0.50, 0.44, -1.18, 0.85, -0.65, -1.11, 0.46, 0.21, 0.40, 0.50, 0.25, 0.26, -0.53, 0.44, -0.66, -0.46, 0.02, 0.43, 0.17, 0.42, 0.31, -0.14, -0.86, 0.69, -0.71, -0.78, 0.56, 0.10, 0.16, 0.43, 0.35, -0.02, -0.93, 0.50, -0.63, -0.35, 0.37, 0.27, 0.35, 0.40, -0.51, 0.51, -0.67, 0.58, -0.62, -1.15, -0.31, 0.50, 0.52, 0.36, 0.34, 0.42, -1.04, 0.71, -0.72, -0.05, 0.35, 0.18, 0.44, 0.48, -0.27, -0.20, -1.16, 0.61, -0.55, -0.05, 0.33, 0.27, 0.35, -0.14, -0.07, 0.41, -0.33, 0.88, -0.23, -1.56, -0.19, -0.04, 0.43, 0.20, 0.41, 0.42, -0.84, 0.78, -0.39, -1.42, -0.02, 0.30, 0.43, 0.46, 0.40, 0.26, -1.06, 0.92, -0.57, -0.47, 0.20, 0.25, 0.37, 0.08, -0.19, 0.52, -0.42, 0.48, -0.63, -0.04, -0.16, 0.46, 0.02, 0.45, 0.43, -0.60, -0.86, 0.64, -0.15, -1.01, 0.32, -0.02, 0.38, -0.08, 0.39, 0.46, -0.12, 1.09, -0.44, -0.13, 0.30, -0.39, -0.33, 0.25, -0.27, -0.05, -0.97, 0.65, -0.50, -0.44, 0.07, 0.45, 0.09, -0.45, 0.71, 0.42]
}